37
Properties=species:S:1:pos:R:3:forces:R:3:lowdin_charge:R:1 method="wB97M-V/def2-TZVPD" gap_ev=9.6728 relative_energy_kcal_mol=29.3 multiplicity=1 energy_ha=-1444.78405
O -5.8334 23.2094 -5.2533 -0.4 0.2 0.2 -0.042
H -0.7798 21.1764 -6.9563 0.2 -0.3 0.2 0.065
H -3.2695 27.8655 -10.7035 -0.1 0.1 -0.1 0.025
H -3.0695 26.3875 -10.4439 0.0 -0.7 -0.3 -0.024
H -5.2456 22.6977 -12.0345 -0.5 0.2 0.3 0.019
H -3.1486 23.8838 -11.4465 -1.0 -0.5 -0.3 -0.047
H -6.7032 24.1196 -9.7513 -0.1 -0.3 -0.3 -0.030
H -2.7306 20.4898 -12.6436 0.2 0.0 -0.4 0.060
H -6.5253 22.3070 -6.5572 0.3 0.4 0.5 -0.046
H -2.1330 20.4321 -9.0299 0.1 0.6 0.4 0.007
O -7.1152 22.8029 -11.1969 0.1 -0.1 -0.1 -0.033
O -7.1125 21.8879 -7.1864 -0.4 -0.7 -0.9 -0.082
H -4.8815 23.1437 -5.3286 0.8 0.0 -0.2 -0.004
H -7.9823 22.2162 -6.9585 -0.2 0.1 0.0 0.027
H -5.8015 19.4122 -8.8030 -0.2 0.1 0.3 0.030
H -7.6859 22.9793 -11.9448 -0.2 0.2 -0.2 0.065
H -1.7220 19.5063 -10.1550 0.3 -0.3 0.0 0.068
H -6.0559 25.1127 -8.8098 0.1 0.1 0.2 0.013
O -3.4800 20.1936 -12.1270 -0.1 -0.1 -0.6 -0.033
H -2.4090 22.7446 -6.1595 0.0 -0.2 -0.5 -0.005
O -5.4509 19.5074 -9.6886 -0.3 -0.1 -0.2 -0.055
H -7.5153 22.0499 -10.7620 0.0 -0.4 0.2 0.063
H -2.7040 22.3225 -4.7359 0.0 -0.1 0.3 0.055
O -2.8213 27.2534 -10.1199 0.2 0.5 0.4 -0.074
H -0.7878 22.5472 -7.5987 0.3 0.3 -0.3 0.065
H -4.5747 19.8714 -9.5621 0.3 0.0 0.0 -0.035
O -4.2904 22.7467 -12.0724 0.2 0.6 -0.3 -0.082
O -2.4774 19.7707 -9.6300 -0.1 -0.1 0.0 -0.043
H -1.7426 24.4318 -11.3242 0.3 0.2 0.0 0.039
H -6.0308 22.8531 -4.3870 -0.2 -0.1 0.2 0.060
O -3.0565 22.8387 -5.4608 -0.2 0.2 0.4 -0.044
O -1.2964 21.7390 -7.5333 -0.2 -0.1 0.0 -0.057
O -6.4358 25.0363 -9.6850 0.0 0.4 0.1 -0.078
H -3.1519 20.1550 -11.2286 0.0 -0.2 0.7 -0.021
Ar -4.0155 22.8036 -8.9498 0.0 0.0 0.2 0.273
H -3.9988 21.8428 -11.9532 -0.1 -0.7 -0.1 -0.024
O -2.6621 24.6976 -11.3149 0.7 0.6 0.3 -0.076